The following is a DFT calculation (ωB97M-V/def2-TZVPD) of a gas-phase ion, C8H11BrN2O2P (charge +1) in a non-equilibrium geometry.

```
25
Properties=species:S:1:pos:R:3:forces:R:3
H -0.695 -2.331 0.503 0.185 0.741 0.155
H 1.356 -3.477 -0.495 0.304 1.765 -0.238
C 1.590 -2.355 -0.404 0.224 0.208 1.645
P -1.319 -0.633 1.929 -1.343 2.939 2.470
H -0.390 0.184 3.742 -0.214 -0.740 -0.251
C 0.850 3.271 -0.772 -2.287 -2.868 -0.904
C -0.253 -0.808 -0.702 -1.181 0.989 -1.882
H 2.712 -2.141 -0.482 -1.744 -0.437 -0.401
H 1.764 1.343 0.071 -1.503 0.702 -1.029
C 0.852 1.756 -0.497 -1.107 0.013 -0.604
H -1.293 -1.116 -1.096 1.666 0.242 0.152
Br -3.197 -1.949 1.877 1.713 0.142 0.141
N -0.227 3.872 -1.469 0.307 -4.157 1.106
C -1.272 2.998 -1.846 -0.065 -1.336 0.166
C -1.440 1.481 -1.664 3.758 0.965 1.813
O -0.559 -0.751 3.473 -0.704 -0.414 -2.643
H -2.355 0.905 -2.039 1.506 1.131 0.546
H 1.869 -0.998 1.371 -1.658 -1.050 0.042
C -0.255 0.759 -0.924 -0.134 4.915 -0.628
H -2.151 3.508 -2.391 1.651 -0.786 0.963
C 1.139 -1.831 1.083 0.922 -0.819 -1.602
H 0.986 -2.684 1.833 0.678 1.504 -0.923
O 0.816 -1.526 -1.340 -0.080 -0.022 1.419
H 1.738 3.915 -0.443 -1.617 -1.053 -0.577
N -0.266 -1.392 0.682 0.722 -2.574 1.063
```
Forces are in eV/Å.

Computed properties:
E_tot: -94870.04650 eV
Kohn-Sham gap: 8.28 eV
net charge: +1
SMILES: OP(Br)[N@@H+]1CCO[C@@H]1c1ccncc1